1.
DFT (wB97M-V/def2-TZVPD) results for C3H2Cl2O2 in the gas phase at a distorted geometry.

Last column: Mulliken charge in e.
CARTESIAN COORDINATES (ANGSTROEM)
Cl 1.5009 1.9712 -0.2118  -0.14
C 0.3152 0.7554 -0.2648  0.24
C -0.0914 -0.0133 -1.2734  -0.41
O -0.8762 -1.0574 -0.9920  -0.21
O -1.1541 -0.9631 0.4097  -0.15
C -0.2754 -0.0498 0.9197  0.01
Cl 1.1482 -1.0296 1.7317  -0.26
H 0.1372 0.0761 -2.2140  0.56
H -0.7044 0.3105 1.8949  0.34

Computed properties:
Energy above the lowest of the compared OMol25 structures with the same formula, charge and spin ... 407.03 kJ/mol
Gap between HOMO and LUMO ... 0.3739 Ha
SMILES ... ClC1=COO[C@H]1Cl
E_HOMO ... -9.446 eV
E ... -32279.122 eV
Net charge ... 0
LUMO level ... 0.73 eV



2.
DFT (wB97M-V/def2-TZVPD) results for a molecular structure, C41H45N9O4PS at a distorted geometry.

Last column: Mulliken charge in e.
CARTESIAN COORDINATES (ANGSTROEM)
C 1.0377 -5.6022 -1.0524  -0.56
S -0.2735 -5.5068 -2.3511  1.05
O -0.7197 -4.0670 -2.2954  -0.79
O -1.4401 -6.3712 -1.9876  -0.74
N 0.3655 -5.7735 -3.8703  -0.34
P 0.8464 -7.4070 -4.1101  -0.09
O 2.1988 -7.7760 -3.1256  -0.43
O -0.4156 -8.4885 -3.7565  -0.41
H 0.5487 -5.8841 -0.1103  0.33
H 1.5570 -4.6342 -1.0007  0.32
H 1.7752 -6.3509 -1.3802  -0.04
H 2.2019 -8.7092 -2.8580  0.34
H -0.7358 -8.4133 -2.8451  0.33
N 2.7545 -9.6980 -0.9034  -0.25
C 3.1475 -10.9097 -0.4991  -0.34
C 3.8308 -11.1453 0.6826  -0.43
C 4.1300 -10.0625 1.4939  -0.20
C 3.7348 -8.7964 1.0939  -0.68
C 3.0526 -8.6697 -0.1057  0.49
H 2.8940 -11.7246 -1.1679  0.36
H 4.1215 -12.1498 0.9598  0.36
H 4.6643 -10.2039 2.4257  0.36
H 3.9503 -7.9259 1.6986  0.37
H 2.7207 -7.7019 -0.4606  -0.07
N -4.8304 -0.9566 -1.3455  -0.50
C -3.7080 -1.6784 -1.4782  -0.12
C -3.5719 -2.7414 -2.3607  -0.45
C -4.6605 -3.0799 -3.1487  -0.47
C -5.8338 -2.3493 -3.0285  -0.21
C -5.8649 -1.3041 -2.1195  -0.40
H -2.8870 -1.3768 -0.8383  0.54
H -2.6367 -3.2905 -2.4267  0.64
H -4.5968 -3.9039 -3.8492  0.49
H -6.7026 -2.5878 -3.6281  0.41
H -6.7602 -0.7022 -1.9933  0.33
N -1.8759 -0.2892 0.7917  -0.30
C -1.8507 1.0441 0.8864  -0.42
C -0.9927 1.7439 1.7217  -0.12
C -0.1130 1.0202 2.5075  -0.22
C -0.1211 -0.3643 2.4281  -0.65
C -1.0156 -0.9661 1.5577  -0.31
H -2.5615 1.5641 0.2533  0.40
H -1.0125 2.8240 1.7572  0.16
H 0.5721 1.5277 3.1757  0.40
H 0.5521 -0.9624 3.0283  0.39
H -1.0573 -2.0456 1.4567  0.49
N 0.6445 4.8508 2.2296  -0.32
C -0.3312 5.7617 2.3102  -0.08
C -0.1888 6.9912 2.9302  -0.55
C 1.0348 7.2978 3.5054  -0.23
C 2.0604 6.3696 3.4362  -0.37
C 1.8155 5.1685 2.7895  -0.29
H -1.2705 5.4760 1.8490  0.35
H -1.0135 7.6905 2.9625  0.35
H 1.1865 8.2492 4.0009  0.38
H 3.0286 6.5726 3.8721  0.34
H 2.5875 4.4139 2.7059  0.43
N -2.0900 1.4393 5.6041  -0.42
C -2.2221 0.2906 4.9321  -0.14
C -2.5722 -0.9129 5.5244  -0.56
C -2.7956 -0.9317 6.8913  -0.32
C -2.6630 0.2469 7.6091  -0.35
C -2.3121 1.3970 6.9212  -0.24
H -2.0354 0.3533 3.8713  0.55
H -2.6667 -1.8113 4.9292  0.40
H -3.0700 -1.8527 7.3916  0.36
H -2.8287 0.2729 8.6781  0.36
H -2.1998 2.3433 7.4396  0.36
N 4.5880 5.8826 1.3890  -0.27
C 4.3953 5.8627 0.0666  -0.10
C 5.2341 6.4841 -0.8450  -0.57
C 6.3355 7.1698 -0.3597  -0.32
C 6.5562 7.2056 1.0080  -0.43
C 5.6582 6.5486 1.8330  -0.31
H 3.5186 5.3168 -0.2643  0.40
H 5.0291 6.4331 -1.9056  0.39
H 7.0145 7.6706 -1.0391  0.35
H 7.4055 7.7312 1.4246  0.49
H 5.7905 6.5463 2.9099  0.35
N -6.9270 -4.3495 -5.6301  -0.25
C -7.2056 -5.6526 -5.5384  -0.17
C -7.5608 -6.4435 -6.6192  -0.58
C -7.6361 -5.8506 -7.8691  -0.11
C -7.3528 -4.4994 -7.9883  -0.64
C -7.0038 -3.7995 -6.8446  -0.09
H -7.1352 -6.0708 -4.5405  0.38
H -7.7724 -7.4957 -6.4854  0.35
H -7.9109 -6.4341 -8.7394  0.35
H -7.4002 -4.0001 -8.9468  0.35
H -6.7691 -2.7416 -6.8882  0.38
N 3.7672 10.8530 -0.8331  -0.51
C 3.7918 12.1854 -0.7368  -0.27
C 4.6514 12.8837 0.0959  -0.31
C 5.5369 12.1609 0.8793  -0.46
C 5.5288 10.7777 0.7980  -0.17
C 4.6310 10.1763 -0.0697  -0.20
H 3.0795 12.7074 -1.3659  0.36
H 4.6277 13.9647 0.1304  0.36
H 6.2243 12.6692 1.5446  0.36
H 6.2037 10.1781 1.3938  0.32
H 4.5895 9.0993 -0.1696  0.53

Computed properties:
Gap between HOMO and LUMO ... 0.2089 Ha
E_HOMO ... -4.114 eV
E ... -84972.199 eV
Net charge ... -1
LUMO level ... 1.57 eV



3.
DFT (wB97M-V/def2-TZVPD) results for 2 unconnected molecules or ions with the total composition Br2ClHNP at a distorted geometry.

Last column: Mulliken charge in e.
CARTESIAN COORDINATES (ANGSTROEM)
N 0.7215 0.1275 0.1098  -0.11
P -0.6290 0.4336 -0.4598  0.53
Cl 1.0174 -0.9994 2.8522  -0.60
Br -1.8545 -1.2398 -1.4571  0.00
Br -0.3012 2.0616 -2.0822  -0.02
H 1.0457 -0.3835 1.0370  0.20

Computed properties:
Energy above the lowest of the compared OMol25 structures with the same formula, charge and spin ... 293.69 kJ/mol
Gap between HOMO and LUMO (spin up / spin down) ... 0.1574 / 0.1569 Ha
E_HOMO (spin up / spin down) ... -9.160 / -9.144 eV
E ... -163399.906 eV
Net charge ... 0
LUMO level (spin up / spin down) ... -4.88 / -4.87 eV



4.
DFT (wB97M-V/def2-TZVPD) results for C5H7OP in the gas phase at a distorted geometry.

Last column: Mulliken charge in e.
CARTESIAN COORDINATES (ANGSTROEM)
C 0.8920 1.5573 -1.2064  -1.17
C 0.2724 0.2853 -0.6883  0.85
C -0.9081 0.5516 0.5128  -0.56
C -0.8586 -0.5045 1.3637  -0.29
C -0.0706 -1.7213 1.0439  -0.81
P 0.8121 -1.4105 -0.6473  -0.06
O -0.3155 -0.6959 -1.5891  -0.41
H 1.4439 1.2787 -2.1368  0.32
H 1.5621 2.0506 -0.5918  0.33
H 0.0134 2.0878 -1.4513  0.31
H -1.5329 1.3943 0.2799  0.36
H -1.4759 -0.5141 2.2118  0.44
H 0.8033 -1.7391 1.7141  0.27
H -0.6375 -2.6202 1.1847  0.43

Computed properties:
Energy above the lowest of the compared OMol25 structures with the same formula, charge and spin ... 150.44 kJ/mol
Gap between HOMO and LUMO ... 0.3712 Ha
SMILES ... C[C@]12C=CCP1O2
E_HOMO ... -9.082 eV
E ... -16632.393 eV
Net charge ... 0
LUMO level ... 1.02 eV



5.
DFT (wB97M-V/def2-TZVPD) results for 2 unconnected molecules or ions with the total composition C26H45BN2O8 at a distorted geometry.

Last column: Mulliken charge in e.
CARTESIAN COORDINATES (ANGSTROEM)
C 3.7529 1.8445 4.5370  -0.99
C 2.9932 2.2053 3.1205  0.50
C 2.1887 3.6340 3.1191  -1.05
C 0.5460 3.4704 3.3843  0.27
C 0.1991 3.0233 4.9222  -0.57
C -0.8228 1.7496 5.0664  -0.86
C -0.1815 0.3958 4.3245  1.20
C -1.0706 -0.9494 4.5021  -0.75
C -1.9683 -1.4360 3.2376  -0.52
C -1.3187 -1.2622 1.7507  0.81
O -1.2486 0.0465 1.0937  -0.31
C -2.2705 0.9891 1.5466  0.58
C -2.1068 2.4305 0.7133  -1.13
C -1.9988 -2.2668 0.5957  0.54
C -3.3085 -1.7950 -0.2289  -1.10
C -3.1496 -0.6907 -1.3977  -0.19
C -1.9006 -0.8575 -2.4358  -0.34
C -0.7891 0.2943 -2.0782  0.22
N 0.1093 0.6879 -3.2537  0.33
C -0.2060 1.9449 -4.0882  -0.19
C 0.9510 2.1534 -5.2360  -0.67
C 1.9211 0.8620 -4.9162  -0.35
C 1.3751 -0.0519 -3.6598  -0.33
C -0.8180 -3.1771 -0.1666  -0.34
O -0.9466 -4.3789 -0.7450  -0.68
N 0.3809 -2.2837 0.0524  -0.16
C 0.2453 -1.8112 1.5167  -1.17
O 1.3321 -0.7780 1.5354  -0.46
B 0.7361 -3.1623 2.3133  0.91
O 2.2256 -3.3521 2.4317  -0.63
O -0.1225 -4.1832 2.9423  -0.61
H 3.4610 0.7589 4.9059  0.17
H 3.5061 2.5826 5.4194  0.26
H 4.9370 1.8431 4.3916  0.31
H 2.2017 1.3668 2.8279  -0.54
H 3.8342 2.1307 2.2768  0.45
H 2.6596 4.4235 3.8692  0.33
H 2.3023 4.1200 2.0362  0.31
H 0.1093 4.5663 3.2011  0.38
H 0.0578 2.7985 2.5502  -0.35
H 1.2353 2.8375 5.4674  0.17
H -0.2848 3.9711 5.4477  0.30
H -1.9201 1.9738 4.7267  0.25
H -0.8801 1.5020 6.2324  0.38
H 0.0622 0.7291 3.2335  -0.82
H 0.8509 0.2120 4.8952  0.17
H -1.8242 -0.7540 5.4073  0.35
H -0.4080 -1.8740 4.8629  0.17
H -2.1506 -2.6064 3.3942  0.31
H -3.0479 -0.9561 3.3687  0.42
H -3.3230 0.5492 1.2834  0.30
H -2.2383 1.2822 2.6764  -0.36
H -2.4234 3.3252 1.4182  0.30
H -0.9715 2.5256 0.4091  0.24
H -2.7648 2.4530 -0.2552  0.33
H -2.4513 -3.1178 1.3042  0.37
H -4.1086 -1.4032 0.5630  0.27
H -3.8090 -2.7650 -0.7075  0.37
H -3.1521 0.4463 -1.0325  -0.12
H -4.1383 -0.7676 -2.0661  0.48
H -1.4780 -1.9405 -2.5600  0.20
H -2.3241 -0.5623 -3.5139  0.30
H -1.2790 1.3197 -1.7124  -0.10
H -0.0365 -0.0092 -1.2094  -0.20
H -1.0961 2.7034 -3.9902  0.29
H 1.1007 2.9991 -6.0492  0.29
H 2.9279 0.6262 -5.4940  0.36
H 1.8049 -1.0092 -3.1416  0.30
H 1.2645 -2.7961 -0.1757  0.39
H 1.7885 -0.7660 2.4272  0.38
H 2.4854 -3.4686 3.3926  0.31
H -0.4356 -4.8366 2.2500  0.32
O 3.3510 0.0111 -7.8054  -0.55
C 2.5252 -0.7943 -8.2018  0.65
O 2.8044 -2.0913 -8.5230  -0.31
C 1.5632 -2.7436 -8.7150  -0.32
C 0.6356 -1.6231 -9.0571  -0.30
O 1.2012 -0.5151 -8.3829  -0.29
H 1.6345 -3.4845 -9.5160  0.28
H 1.2825 -3.2500 -7.7856  0.26
H 0.6149 -1.4106 -10.1312  0.27
H -0.3852 -1.8076 -8.7115  0.28

Computed properties:
Energy above the lowest of the compared OMol25 structures with the same formula, charge and spin ... 1493.99 kJ/mol
Gap between HOMO and LUMO ... 0.2711 Ha
SMILES ... CCCCCCCCC[C@]1(OCC)[C@@H](CCCCn2cccc2)C(=O)N[C@]1(O)B(O)O.O=C1OCCO1
E_HOMO ... -7.237 eV
E ... -47715.309 eV
Net charge ... 0
LUMO level ... 0.14 eV



6.
DFT (wB97M-V/def2-TZVPD) results for a molecular structure, C8H13MnNP at a distorted geometry.

Last column: Löwdin spin population.
CARTESIAN COORDINATES (ANGSTROEM)
C 1.5084 0.3168 -2.3649  -0.02
C 0.4124 0.0859 -3.3417  -0.01
C -0.2848 -1.1767 -3.2503  0.08
C -0.0523 -1.7807 -2.0099  0.03
C 0.8997 -1.1326 -1.1049  0.00
Mn -0.2712 0.4125 -1.3431  4.00
P 0.0081 2.6597 -0.6512  0.19
H 2.3321 1.0574 -2.4336  0.00
H 0.1472 0.7633 -4.1996  0.00
H -0.9776 -1.5752 -4.0310  0.01
H 1.2615 -1.5798 -0.1727  0.01
H -0.6057 -2.6834 -1.7165  0.00
H -0.8612 3.3156 0.3352  0.04
H 0.2786 3.9267 -1.3123  0.02
H 1.1682 2.8069 0.2187  0.07
C -1.1596 -1.0015 3.6625  0.04
C 0.1518 -0.4506 3.0861  0.10
C -0.1640 0.0593 1.7761  0.24
N -0.5708 0.3983 0.7194  0.13
H -2.0558 -0.4442 3.3311  0.02
H -1.2070 -1.0409 4.7671  0.00
H -1.4602 -1.9961 3.2636  0.00
H 0.6030 0.2985 3.7616  0.03
H 0.8992 -1.2393 3.0103  0.01

Computed properties:
Energy above the lowest of the compared OMol25 structures with the same formula, charge and spin ... 274.20 kJ/mol
Gap between HOMO and LUMO (spin up / spin down) ... 0.1051 / 0.2083 Ha
E_HOMO (spin up / spin down) ... 0.531 / -2.383 eV
E ... -50598.408 eV
Net charge ... -1
LUMO level (spin up / spin down) ... 3.39 / 3.28 eV
Multiplicity ... 6